Entry 1:
{
  "formula": "C4H9NO2",
  "method": "ωB97M-V/def2-TZVPD",
  "total_energy_ev": -9876.0912,
  "relative_energy_kcal_mol": 91.54,
  "charge": 0,
  "species": ["C", "N", "C", "C", "O", "O", "C", "H", "H", "H", "H", "H", "H", "H", "H", "H"],
  "xyz": [[2.12717, 1.29518, 0.39088], [0.76310, 1.10586, -0.09674], [0.22708, -0.08765, -0.18197], [-0.54687, -0.50758, -1.51422], [-0.02534, 0.07746, -2.47039], [-1.42859, -1.34497, -1.39174], [-1.99110, -1.12092, 0.83934], [2.22823, 0.86343, 1.38687], [2.36893, 2.35680, 0.43907], [2.82706, 0.80031, -0.29320], [0.48656, 1.69844, -0.87834], [-1.06656, -0.38697, 0.56215], [0.77566, -0.88267, 0.32955], [-1.88408, -2.20094, 0.65106], [-2.90401, -0.77791, 0.33683], [-1.95724, -0.88788, 1.89082]],
  "forces_ev_per_angstrom": [[0.19, 0.06, 0.21], [-0.05, -0.66, -0.48], [0.98, 0.11, -0.74], [-0.34, -0.27, -0.53], [0.18, 0.28, 0.08], [0.53, 0.07, -1.12], [0.52, 0.71, 0.70], [-0.02, 0.05, -0.07], [-0.11, -0.10, 0.02], [-0.11, 0.14, 0.14], [-0.13, 0.05, 0.16], [-1.81, -1.36, 0.31], [-0.18, 0.12, 0.14], [0.45, 0.83, 0.11], [0.53, 0.15, 0.30], [-0.62, -0.16, 0.76]],
  "nbo_charge": [-0.42, -0.49, 0.10, 0.72, -0.69, -0.66, -0.66, 0.22, 0.22, 0.22, 0.43, 0.16, 0.21, 0.24, 0.24, 0.18]
}

---

Entry 2:
{
  "formula": "C5N2OS2",
  "method": "ωB97M-V/def2-TZVPD",
  "total_energy_ev": -31880.6712,
  "relative_energy_kcal_mol": 21.38,
  "smiles": "N#Cc1sc(=O)sc1C#N",
  "charge": 0,
  "species": ["N", "C", "C", "S", "C", "O", "S", "C", "C", "N"],
  "xyz": [[0.36946, -0.07801, -3.05246], [-0.07353, 0.19877, -1.99434], [-0.12606, 0.36850, -0.61724], [-1.09706, 1.64540, 0.03621], [-1.08411, 1.16753, 1.66565], [-2.02904, 1.31894, 2.41888], [-0.00891, -0.30452, 2.02854], [0.48947, -0.50796, 0.27945], [1.38115, -1.59171, -0.12233], [2.17863, -2.21694, -0.64236]],
  "forces_ev_per_angstrom": [[-1.80, 0.86, 2.53], [2.71, -1.08, -4.00], [0.67, -1.32, 2.91], [-0.04, 1.07, -1.48], [-2.30, -3.34, 2.24], [1.81, 1.23, -0.54], [0.81, 0.85, -2.12], [-1.12, 0.48, 0.42], [-1.61, 2.41, 0.36], [0.87, -1.17, -0.32]],
  "nbo_charge": [-0.19, 0.21, -0.30, 0.46, 0.18, -0.51, 0.34, -0.20, 0.22, -0.21]
}

---

Entry 3:
{
  "formula": "C44H39BCl2F4HfN4O5",
  "method": "ωB97M-V/def2-TZVPD",
  "total_energy_ev": -100355.9218,
  "relative_energy_kcal_mol": 0.00,
  "charge": 2,
  "species": ["Hf", "C", "O", "C", "N", "C", "C", "C", "C", "C", "C", "C", "C", "C", "C", "C", "C", "N", "C", "N", "C", "C", "O", "C", "C", "C", "C", "C", "C", "H", "H", "H", "H", "H", "H", "H", "H", "H", "H", "H", "H", "H", "H", "H", "H", "H", "H", "H", "Cl", "C", "C", "C", "Cl", "C", "C", "C", "C", "N", "C", "C", "O", "H", "H", "H", "H", "F", "B", "F", "F", "F", "C", "C", "C", "O", "C", "H", "H", "H", "H", "H", "H", "H", "H", "C", "C", "O", "C", "C", "C", "C", "C", "C", "H", "H", "H", "H", "H", "H", "H", "H"],
  "xyz": [[0.34970, 0.70193, 0.07215], [1.71779, 3.64399, -3.26821], [1.30211, 4.36690, -2.07396], [0.83308, 3.46739, -1.24546], [0.74292, 2.24938, -1.62809], [1.20775, 2.20266, -3.03592], [2.24927, 1.14775, -3.32056], [3.00662, 1.24145, -4.48400], [3.97048, 0.28911, -4.77791], [4.19571, -0.76776, -3.90674], [3.44087, -0.87521, -2.74984], [2.46911, 0.07332, -2.47705], [0.41679, 3.89575, 0.09761], [0.39874, 5.21900, 0.48849], [-0.01064, 5.51336, 1.78230], [-0.36735, 4.47643, 2.62596], [-0.30740, 3.17627, 2.14499], [0.06086, 2.88573, 0.89835], [-0.66397, 2.01506, 2.97714], [-0.48447, 0.81139, 2.61846], [-1.22897, -0.01537, 3.62063], [-1.42688, 0.98037, 4.77069], [-1.26795, 2.27449, 4.13236], [-0.60332, -1.34946, 3.96823], [-0.24552, -1.69834, 5.26570], [0.28470, -2.95469, 5.53993], [0.45624, -3.87811, 4.52308], [0.07409, -3.54819, 3.22760], [-0.45555, -2.29902, 2.95880], [1.26571, 4.13894, -4.12227], [2.80253, 3.70358, -3.32237], [0.33474, 2.00199, -3.65858], [2.85108, 2.06495, -5.17154], [4.55441, 0.37920, -5.68353], [4.95892, -1.50146, -4.12568], [3.63751, -1.68690, -2.06039], [1.86784, -0.01288, -1.57416], [0.70045, 5.98701, -0.20911], [-0.04278, 6.53774, 2.12678], [-0.68318, 4.64988, 3.64430], [-2.19901, -0.22480, 3.15673], [-2.41740, 0.94525, 5.21348], [-0.66566, 0.90628, 5.54431], [-0.38069, -1.01169, 6.08910], [0.55209, -3.21070, 6.55607], [0.86510, -4.85620, 4.73746], [0.17559, -4.27783, 2.43339], [-0.77991, -2.05517, 1.95485], [-4.39448, 0.63266, 1.31048], [-3.54976, -0.67523, 0.57420], [-4.22337, -1.88706, 0.33695], [-3.57362, -2.93043, -0.25449], [-4.42830, -4.38867, -0.59138], [-2.20064, -2.82151, -0.59868], [-1.45056, -3.84996, -1.20494], [-0.13735, -3.63438, -1.52290], [0.45014, -2.40648, -1.20297], [-0.19944, -1.42650, -0.60280], [-1.54010, -1.60647, -0.33016], [-2.23571, -0.49607, 0.21291], [-1.60428, 0.67281, 0.33185], [-5.26411, -1.97865, 0.61455], [-1.92824, -4.79620, -1.42073], [0.45924, -4.39350, -2.00753], [1.48635, -2.23074, -1.45255], [3.94627, 2.73044, -0.89414], [4.17975, 1.89443, 0.11327], [2.17562, 1.46060, 0.37771], [4.52931, 0.64029, -0.15064], [4.35236, 2.37397, 1.33237], [3.33402, -2.14866, 2.29544], [3.58495, -0.76137, 2.87514], [2.22643, -0.10599, 2.73641], [1.60450, -0.71396, 1.54575], [2.43300, -1.83500, 1.12042], [2.81228, -2.78042, 3.01563], [4.24352, -2.65335, 1.97516], [4.33507, -0.23063, 2.29122], [3.90622, -0.78525, 3.91446], [2.28517, 0.96749, 2.58562], [1.58225, -0.33599, 3.58207], [3.02069, -1.51899, 0.25304], [1.77236, -2.65778, 0.86001], [-1.23867, -0.52019, -4.47929], [-1.72150, 0.00314, -3.15329], [-0.91040, 0.37464, -2.31144], [-3.17258, 0.04831, -2.88079], [-4.05462, -0.82757, -3.51514], [-5.40431, -0.79297, -3.20611], [-5.88216, 0.13635, -2.29106], [-5.00984, 1.02180, -1.66894], [-3.65663, 0.96819, -1.95017], [-0.15831, -0.40921, -4.55195], [-1.73340, 0.00219, -5.29926], [-1.49179, -1.57726, -4.58213], [-3.69164, -1.54757, -4.23646], [-6.08569, -1.48153, -3.68669], [-6.93940, 0.17430, -2.06483], [-5.39000, 1.74792, -0.96324], [-2.96074, 1.63319, -1.45353]],
  "forces_ev_per_angstrom": [[0.89, 0.08, 0.67], [0.04, -0.02, -0.06], [-0.11, 0.01, -0.01], [0.00, 0.03, 0.00], [0.04, -0.02, 0.18], [-0.01, -0.02, -0.03], [-0.05, 0.04, 0.04], [0.03, -0.03, -0.03], [-0.02, 0.02, 0.03], [-0.01, 0.00, -0.02], [0.00, -0.04, 0.00], [-0.07, 0.09, -0.10], [0.04, 0.02, 0.00], [0.02, 0.01, 0.01], [0.01, 0.01, -0.01], [0.03, -0.01, 0.02], [0.01, -0.02, 0.02], [-0.16, 0.20, 0.02], [-0.10, 0.13, 0.03], [0.45, 0.19, -0.17], [0.02, -0.13, -0.04], [-0.09, -0.11, 0.00], [-0.05, -0.04, -0.07], [-0.06, -0.01, 0.09], [0.05, 0.01, -0.06], [0.01, -0.01, -0.01], [0.00, 0.01, -0.01], [-0.01, -0.01, 0.00], [-0.12, 0.02, 0.02], [0.00, 0.01, 0.00], [0.00, 0.00, 0.03], [-0.03, 0.03, 0.02], [0.00, 0.00, 0.00], [0.00, 0.00, -0.01], [0.01, 0.00, 0.00], [-0.02, 0.00, 0.01], [0.25, -0.19, -0.06], [0.00, 0.01, 0.01], [0.00, 0.00, 0.00], [0.00, 0.01, 0.00], [-0.01, 0.04, -0.06], [0.02, -0.02, 0.02], [0.05, 0.03, 0.00], [0.00, 0.03, 0.02], [0.00, 0.00, 0.01], [-0.01, -0.01, 0.01], [-0.01, 0.00, -0.01], [0.03, -0.04, 0.06], [0.12, -0.14, 0.31], [0.04, 0.01, 0.15], [0.01, -0.01, 0.00], [-0.02, 0.02, 0.00], [0.02, 0.01, 0.00], [0.04, -0.03, 0.00], [-0.03, 0.01, 0.00], [0.01, 0.00, -0.02], [0.03, 0.05, -0.01], [-0.48, -0.24, 0.07], [-0.02, -0.05, -0.06], [-0.23, -0.05, 0.04], [-0.81, -0.29, -0.10], [0.00, 0.01, 0.00], [0.00, 0.00, -0.01], [-0.01, -0.01, 0.00], [0.02, 0.01, 0.00], [0.04, 0.07, -0.10], [-0.20, -0.01, -0.03], [0.33, 0.06, 0.17], [0.09, -0.04, -0.01], [0.06, 0.05, 0.09], [0.02, 0.03, 0.01], [-0.02, -0.02, -0.05], [0.13, 0.06, 0.07], [-0.10, 0.09, -0.34], [0.03, -0.06, 0.04], [-0.01, 0.00, -0.02], [0.00, -0.01, 0.02], [0.01, 0.03, -0.01], [0.00, 0.00, 0.00], [-0.02, -0.02, -0.01], [0.01, -0.03, -0.03], [-0.02, 0.01, -0.02], [-0.02, 0.00, 0.04], [0.00, 0.04, 0.08], [-0.02, -0.22, -0.20], [0.16, 0.13, -0.12], [-0.01, 0.02, 0.04], [-0.01, 0.01, -0.01], [-0.02, -0.03, 0.01], [0.05, 0.02, 0.00], [-0.10, 0.12, -0.26], [-0.07, 0.11, -0.15], [0.00, 0.00, 0.01], [0.00, -0.01, 0.00], [0.00, -0.01, 0.01], [-0.01, 0.00, -0.02], [0.00, 0.00, 0.00], [-0.02, 0.00, -0.01], [0.01, -0.01, -0.12], [-0.05, 0.01, -0.05]],
  "lowdin_charge": [1.91, -0.02, 0.09, -0.31, 0.05, -0.19, -0.18, -0.02, -0.04, -0.05, -0.07, -0.07, -0.14, 0.07, 0.03, 0.07, -0.13, 0.08, -0.32, 0.13, -0.19, -0.03, 0.06, -0.19, -0.02, -0.05, -0.07, -0.07, -0.04, 0.14, 0.14, 0.15, 0.13, 0.12, 0.12, 0.11, 0.04, 0.14, 0.14, 0.14, 0.14, 0.15, 0.13, 0.11, 0.12, 0.12, 0.11, 0.09, 0.82, -0.57, -0.08, -0.59, 0.77, -0.15, 0.03, 0.00, -0.10, 0.00, -0.18, -0.39, -0.27, 0.12, 0.11, 0.13, 0.09, 0.26, -0.98, -0.33, 0.25, 0.27, -0.12, -0.11, -0.15, -0.30, -0.16, 0.11, 0.13, 0.11, 0.13, 0.11, 0.11, 0.11, 0.10, 0.03, -0.34, -0.03, -0.16, -0.01, -0.05, -0.04, -0.10, -0.04, 0.08, 0.11, 0.10, 0.12, 0.12, 0.12, 0.09, 0.12]
}

---

Frontier orbital gap across the listed records, respectively: 8.51; 8.27; 7.17 eV.